No. 1
C18H33IrO3SSi as an isolated structure in a non-equilibrium geometry. Source: the Open Molecules 2025 dataset; level of theory: ωB97M-V with the def2-TZVPD basis set.

Geometry as XYZ:
```
57
Properties=species:S:1:pos:R:3
Ir -9.808 -9.729 5.924
C -10.012 -6.942 7.274
C -9.522 -7.368 8.478
C -9.953 -8.637 8.938
C -10.937 -9.368 8.256
C -11.346 -8.941 6.966
C -10.647 -7.873 6.404
H -9.765 -5.925 6.934
H -8.914 -6.833 9.161
H -9.616 -9.085 9.815
H -11.285 -10.343 8.502
H -12.197 -9.338 6.388
H -11.039 -7.453 5.468
C -5.800 -10.446 3.819
C -6.975 -9.634 4.356
C -6.663 -8.921 5.642
C -7.525 -8.782 3.226
O -8.132 -10.532 4.711
Si -8.514 -11.922 3.997
S -10.356 -11.880 5.115
O -7.598 -13.158 4.365
C -7.452 -14.040 5.492
C -8.772 -14.774 5.653
C -6.302 -14.916 5.110
C -7.110 -13.251 6.823
O -8.617 -11.824 2.386
C -9.625 -11.907 1.354
C -10.810 -11.074 1.688
C -8.996 -11.338 0.106
C -10.055 -13.393 1.174
H -5.141 -9.817 3.256
H -6.186 -11.194 3.069
H -5.251 -11.006 4.536
H -5.591 -8.616 5.686
H -6.880 -9.504 6.566
H -7.257 -8.020 5.710
H -6.923 -7.952 2.824
H -8.393 -8.241 3.559
H -7.767 -9.483 2.431
H -9.179 -15.156 4.721
H -9.479 -14.161 6.217
H -8.512 -15.651 6.264
H -6.537 -15.638 4.324
H -5.939 -15.457 5.989
H -5.469 -14.316 4.694
H -7.715 -12.354 6.942
H -6.039 -12.957 6.828
H -7.118 -14.020 7.602
H -10.424 -10.099 2.107
H -11.396 -11.505 2.496
H -11.425 -10.907 0.778
H -8.449 -10.389 0.390
H -9.724 -11.195 -0.700
H -8.235 -12.022 -0.334
H -10.562 -13.744 2.138
H -9.152 -14.069 1.081
H -10.823 -13.553 0.389
```

Spin multiplicity ... 6
Molar mass ... 549.83 g/mol
Charge ... +3
Lowest unoccupied orbital energy (spin up / spin down) ... -9.8297 / -15.1964 eV

***

No. 2
C18H33N2O3S4SiTi as an isolated structure in a non-equilibrium geometry. Source: the Open Molecules 2025 dataset; level of theory: ωB97M-V with the def2-TZVPD basis set.

Geometry as XYZ:
```
62
Properties=species:S:1:pos:R:3
Ti 9.670 10.540 8.998
S 8.862 10.531 11.242
C 8.781 12.280 10.978
S 9.285 12.781 9.394
C 8.334 13.053 12.004
C 7.927 12.446 13.231
N 7.549 11.960 14.206
C 8.227 14.475 11.956
N 8.125 15.638 11.969
C 12.976 5.982 7.428
C 13.475 7.370 7.071
C 13.153 7.750 5.630
C 14.939 7.540 7.397
O 12.736 8.254 7.956
Si 12.135 9.706 7.634
S 10.294 9.652 6.752
O 11.772 10.314 9.171
C 12.791 10.367 10.339
C 12.593 9.117 11.221
C 12.455 11.656 11.135
C 14.226 10.345 9.869
O 13.305 10.589 6.945
C 13.270 11.910 6.420
C 12.269 12.777 7.275
C 12.796 11.904 4.948
C 14.654 12.477 6.521
H 13.532 5.263 6.869
H 11.932 5.832 7.150
H 13.105 5.761 8.476
H 13.619 7.011 4.987
H 13.522 8.749 5.386
H 12.075 7.701 5.456
H 15.530 6.881 6.796
H 15.163 7.401 8.438
H 15.254 8.567 7.224
H 11.516 9.118 11.456
H 13.132 9.286 12.140
H 12.929 8.233 10.662
H 11.445 11.525 11.512
H 12.447 12.532 10.484
H 13.199 11.694 11.938
H 14.453 9.383 9.446
H 14.861 10.263 10.775
H 14.606 11.162 9.287
H 11.308 12.322 7.108
H 12.220 13.757 6.856
H 12.526 12.757 8.329
H 11.824 11.391 4.806
H 13.566 11.447 4.310
H 12.664 12.948 4.663
H 14.897 12.719 7.570
H 14.684 13.417 5.988
H 15.379 11.738 6.193
C 6.059 10.728 9.102
S 7.371 10.183 8.002
C 7.117 8.413 8.227
H 5.129 10.420 8.574
H 6.154 11.818 9.145
H 6.191 10.263 10.087
H 7.507 8.076 9.196
H 7.489 7.832 7.371
H 6.039 8.208 8.300
```

Spin multiplicity ... 2
Molar mass ... 529.69 g/mol
Lowest unoccupied orbital energy (spin up / spin down) ... -0.6976 / -0.3367 eV
Relative energy (zero: lowest compared OMol25 entry of this formula, charge and spin) ... 0.0 kcal per mole

***

No. 3
C18H34AsN4O4PRuS4Sb as an isolated structure in a non-equilibrium geometry. Source: the Open Molecules 2025 dataset; level of theory: ωB97M-V with the def2-TZVPD basis set.

Geometry as XYZ:
```
68
Properties=species:S:1:pos:R:3
Ru -0.470 0.253 0.040
O -1.088 0.917 2.151
C -0.363 0.457 3.148
C -1.007 -0.430 4.048
C -0.364 -1.010 5.113
C 0.985 -0.768 5.343
C 1.656 0.095 4.511
C 1.028 0.736 3.434
C 1.838 1.641 2.646
N 1.459 2.709 1.951
C 2.554 3.298 1.363
C 3.635 2.569 1.706
N 3.175 1.557 2.519
H -2.051 -0.643 3.854
H -0.908 -1.668 5.779
H 1.492 -1.241 6.172
H 2.692 0.330 4.728
H 2.455 4.157 0.723
H 4.668 2.665 1.430
H 3.731 0.803 2.880
S 1.468 -2.167 -3.256
As 0.882 -0.264 -2.563
S 1.840 0.092 -0.605
S -1.342 -0.252 -2.307
S 1.405 1.253 -3.955
N -1.175 2.607 -3.544
C -2.052 3.442 -2.685
P -1.176 3.556 -1.028
O -0.504 4.874 -0.939
O -0.306 2.311 -1.013
C -2.465 3.403 0.285
N -1.818 3.956 1.480
H -1.248 1.597 -3.234
H -0.163 2.792 -3.403
H -1.372 2.668 -4.539
H -3.042 2.990 -2.626
H -2.130 4.453 -3.080
H -2.659 2.344 0.457
H -3.400 3.912 0.025
H 0.508 3.149 1.925
H -2.462 4.024 2.258
H -1.457 4.881 1.258
C 1.509 -3.973 0.410
C 0.082 -4.499 0.163
C -0.809 -3.264 0.371
O 0.068 -2.150 0.533
C 1.271 -2.648 1.118
H 2.011 -3.797 -0.541
H 2.109 -4.651 1.014
H -0.189 -5.284 0.868
H -0.022 -4.888 -0.847
H -1.433 -3.366 1.269
H -1.447 -3.055 -0.489
H 1.129 -2.782 2.199
H 2.055 -1.918 0.941
C -4.103 -1.800 -1.040
Sb -3.129 -0.718 0.552
C -4.107 -1.850 2.103
C -4.627 0.841 0.561
H -5.132 -2.011 -0.752
H -3.585 -2.734 -1.246
H -4.085 -1.192 -1.941
H -5.171 -1.862 1.877
H -3.949 -1.384 3.073
H -3.728 -2.869 2.125
H -5.607 0.367 0.566
H -4.528 1.469 -0.323
H -4.513 1.447 1.458
```

Spin multiplicity ... 2
Molar mass ... 827.49 g/mol
Lowest unoccupied orbital energy (spin up / spin down) ... -1.1304 / -1.1253 eV
Relative energy (zero: lowest compared OMol25 entry of this formula, charge and spin) ... 74.4 kcal per mole

***

No. 4
C18H34BFInO12 as an isolated structure. Source: the Open Molecules 2025 dataset; level of theory: ωB97M-V with the def2-TZVPD basis set.

Geometry as XYZ:
```
67
Properties=species:S:1:pos:R:3
C -3.637 2.502 -1.652
C -2.259 3.053 -1.993
F -2.452 4.054 -3.004
In -1.081 3.900 -0.276
C 0.095 2.310 0.788
C 1.038 1.644 -0.213
C 1.862 0.482 0.342
C 1.063 -0.817 0.454
O 1.831 -1.983 0.098
B 0.578 5.276 -1.178
O 0.626 5.604 -2.543
O 1.614 5.843 -0.407
H -3.935 1.683 -2.322
H -4.382 3.290 -1.767
H -3.662 2.118 -0.632
H -1.679 2.263 -2.474
H -2.094 4.859 0.826
H -0.559 1.573 1.272
H 0.677 2.786 1.576
H 1.739 2.410 -0.568
H 0.474 1.311 -1.089
H 2.717 0.290 -0.322
H 2.280 0.745 1.316
H 0.174 -0.763 -0.176
H 0.758 -0.988 1.486
H 2.279 -1.776 -0.726
H 1.252 5.023 -2.987
H 2.229 5.149 -0.150
C 2.279 -0.595 -5.334
C 0.833 -0.832 -4.982
C -0.133 0.241 -5.453
O -1.150 0.201 -4.452
C -0.596 -0.261 -3.307
O -1.097 -0.203 -2.237
O 0.639 -0.779 -3.559
H 2.895 -1.446 -5.048
H 2.384 -0.438 -6.408
H 2.652 0.283 -4.807
H 0.505 -1.819 -5.323
H -0.568 0.041 -6.429
H 0.324 1.234 -5.451
C 1.849 -4.809 1.628
C 2.094 -6.082 0.868
C 0.964 -6.505 -0.050
O 1.080 -7.935 -0.053
C 1.677 -8.307 1.106
O 1.746 -9.428 1.497
O 2.176 -7.231 1.746
H 2.732 -4.509 2.189
H 1.598 -4.003 0.934
H 1.032 -4.947 2.338
H 3.037 -6.030 0.318
H 1.058 -6.126 -1.063
H -0.012 -6.231 0.355
C -3.744 2.151 5.548
C -2.486 1.695 4.854
C -1.394 1.171 5.770
O -0.205 1.510 5.060
C -0.485 2.582 4.258
O 0.318 3.213 3.666
O -1.822 2.798 4.230
H -4.508 2.425 4.822
H -4.137 1.354 6.182
H -3.536 3.028 6.161
H -2.717 0.964 4.074
H -1.435 0.097 5.932
H -1.393 1.688 6.735
```

Spin multiplicity ... 1
Molar mass ... 587.09 g/mol
Charge ... -1
Lowest unoccupied orbital energy ... 2.0004 eV
Relative energy (zero: lowest compared OMol25 entry of this formula, charge and spin) ... 0.0 kcal per mole